Here is a molecular structure, C31H52BeBr2F9KN2O18S at a distorted geometry from the Open Molecules 2025 dataset. Energies are from ωB97M-V with the def2-TZVPD basis set.

Results
Orbital gap, eV: 0.933
Charge: +2
DFT total energy, a.u.: -9735.02555
Highest occupied orbital energy, eV: -12.28
LUMO level, eV: -11.4

Each line ends with the Löwdin charge.
Element x y z (Å)
1 C 5.97 -2.70 -2.97  -0.179
2 C 4.46 -2.41 -3.09  -0.250
3 O 4.13 -1.23 -2.40  -0.119
4 C 3.37 -0.30 -3.13  -0.184
5 C 2.22 0.23 -2.28  -0.196
6 O 1.40 1.00 -3.19  -0.297
7 S -0.09 1.39 -2.63  1.016
8 O -0.25 0.90 -1.27  -0.389
9 O -1.08 0.57 -3.63  -0.300
10 C -1.91 -0.44 -2.97  -0.176
11 C -2.72 -1.10 -4.08  -0.022
12 C -4.18 -1.25 -3.78  -0.498
13 F -4.81 -1.81 -4.80  0.180
14 F -4.68 -0.01 -3.65  0.139
15 C -4.56 -1.99 -2.49  -0.387
16 F -4.16 -1.34 -1.41  0.174
17 F -5.88 -1.97 -2.43  0.179
18 C -4.12 -3.49 -2.40  -0.380
19 F -5.20 -4.24 -2.37  0.198
20 F -3.41 -3.89 -3.44  0.188
21 C -3.35 -3.84 -1.10  -0.633
22 F -2.23 -3.18 -1.00  0.197
23 F -3.04 -5.11 -1.18  0.206
24 F -4.10 -3.70 -0.06  0.220
25 H 6.33 -2.51 -1.92  -0.075
26 H 6.47 -2.07 -3.69  0.098
27 H 6.13 -3.78 -3.29  0.082
28 H 3.92 -3.23 -2.62  0.118
29 H 4.23 -2.39 -4.15  0.129
30 H 3.99 0.56 -3.41  0.137
31 H 2.94 -0.68 -4.05  0.132
32 H 1.71 -0.63 -1.88  0.121
33 H 2.59 0.85 -1.47  0.130
34 H -1.24 -1.17 -2.52  0.115
35 H -2.51 0.07 -2.23  0.115
36 H -2.65 -0.46 -4.95  0.146
37 H -2.25 -2.03 -4.37  0.132
38 C -7.40 -4.19 1.16  0.030
39 C -6.57 -3.37 1.81  0.015
40 C -7.07 -2.43 2.85  -0.377
41 O -6.32 -1.68 3.43  0.113
42 C -8.53 -2.43 3.13  0.024
43 C -9.36 -3.25 2.48  0.030
44 C -8.86 -4.19 1.45  -0.378
45 O -9.60 -4.94 0.86  0.127
46 H -7.05 -4.88 0.41  0.123
47 H -5.51 -3.35 1.63  0.096
48 H -8.88 -1.74 3.89  0.125
49 H -10.42 -3.27 2.67  0.128
50 K 6.66 -4.01 -1.05  0.783
51 C -1.80 2.95 1.33  -0.695
52 O -1.28 2.11 2.09  0.249
53 O -1.45 2.89 0.03  0.125
54 O -2.61 3.82 1.68  0.247
55 H -0.84 2.11 0.13  0.112
56 C 11.47 -4.97 5.00  -0.098
57 O 12.16 -4.57 3.82  -0.168
58 C 11.91 -5.41 2.72  -0.196
59 C 10.85 -4.83 1.79  -0.193
60 O 9.58 -4.74 2.43  -0.191
61 C 9.33 -3.45 2.95  -0.119
62 H 11.45 -4.12 5.68  0.094
63 H 10.45 -5.28 4.79  0.088
64 H 12.01 -5.78 5.49  0.077
65 H 11.64 -6.41 3.05  0.134
66 H 12.85 -5.48 2.15  0.133
67 H 10.73 -5.51 0.94  0.124
68 H 11.16 -3.85 1.41  0.128
69 H 8.98 -2.78 2.14  -0.007
70 H 10.21 -3.00 3.42  0.095
71 H 8.54 -3.53 3.69  0.098
72 Be 7.75 -0.88 0.55  0.387
73 O -1.48 4.66 -2.55  0.176
74 C -2.18 5.52 -2.09  -0.465
75 O -2.19 6.73 -2.61  0.051
76 C -3.11 7.77 -2.24  -0.194
77 C -2.63 8.54 -1.02  -0.050
78 C -2.99 5.25 -0.83  0.055
79 H -4.12 7.37 -2.11  0.121
80 H -3.16 8.44 -3.10  0.133
81 H -2.55 7.90 -0.14  0.059
82 H -3.31 9.36 -0.80  0.094
83 H -1.64 8.95 -1.21  0.090
84 H -2.35 5.38 0.04  0.097
85 H -3.34 4.22 -0.86  0.089
86 H -3.88 5.87 -0.73  0.095
87 O 13.55 -5.27 7.16  -0.055
88 H 14.30 -4.76 6.84  0.048
89 H 13.87 -5.67 7.98  0.046
90 C -2.69 5.67 4.25  -0.030
91 O -1.99 6.84 4.64  0.031
92 C -2.09 7.86 3.76  -0.607
93 O -2.69 7.82 2.72  0.114
94 O -1.41 8.88 4.25  0.021
95 C -1.41 10.05 3.42  -0.025
96 H -2.54 4.93 5.02  0.105
97 H -3.76 5.87 4.15  0.112
98 H -2.30 5.29 3.30  0.071
99 H -2.43 10.42 3.29  0.101
100 H -0.96 9.84 2.46  0.096
101 H -0.83 10.80 3.94  0.099
102 C 2.01 -3.74 0.69  -0.680
103 O 3.04 -4.13 0.16  -0.006
104 N 0.82 -4.40 0.53  0.165
105 N 1.95 -2.63 1.48  0.161
106 H -0.03 -4.10 0.95  0.096
107 H 0.83 -5.22 -0.04  0.111
108 H 2.81 -2.13 1.62  0.103
109 H 1.11 -2.31 1.92  0.100
110 Br -7.56 2.90 -6.17  0.667
111 C -7.51 1.91 -4.50  -0.712
112 C -8.89 1.78 -3.90  -0.689
113 Br -9.46 3.44 -3.08  0.662
114 H -6.82 2.43 -3.84  0.046
115 H -7.11 0.94 -4.75  0.049
116 H -8.89 1.04 -3.10  0.061
117 H -9.64 1.51 -4.64  0.057